Formula: C18H46N2O11PS3
Source: the OMol25 dataset
Level of theory: ωB97M-V/def2-TZVPD

Structure (ORCA input):
```
! wB97M-V def2-TZVPD RIJCOSX def2/J DEFGRID3
* xyz 1 1
C 3.6863 3.3946 0.0540
C 3.1686 3.3014 -1.3947
C 3.5576 4.5318 -2.2104
C 1.6492 3.1131 -1.4368
C 1.1997 1.7855 -0.8378
C -0.2935 1.5418 -0.8749
C -1.1096 2.6775 -0.2130
N -1.9637 3.4505 -1.1970
P -2.9229 4.6423 -0.1150
N -2.9922 5.9072 -1.2299
O -4.4061 4.0052 -0.0913
C -2.7174 2.6080 -2.1974
C -2.1058 1.2149 -2.2629
O -0.7078 1.3463 -2.2204
H 4.1818 4.3516 0.2262
H 2.8881 3.3075 0.7954
H 4.4193 2.6175 0.2692
H 3.6133 2.4208 -1.8683
H 3.4204 4.3713 -3.2816
H 4.6043 4.7912 -2.0449
H 2.9605 5.3974 -1.9051
H 1.2042 3.9698 -0.9081
H 1.3247 3.1417 -2.4837
H 1.5413 1.6680 0.1952
H 1.6627 0.9773 -1.4130
H -0.5073 0.6207 -0.3175
H -1.7674 2.3163 0.5788
H -0.4391 3.4114 0.2315
H -1.3157 4.0217 -1.7427
H -3.6333 6.6253 -0.9011
H -3.2193 5.6964 -2.1974
H -4.8910 3.9504 -0.9320
H -2.5988 3.1010 -3.1610
H -3.7722 2.5535 -1.9358
H -2.4528 0.5861 -1.4332
H -2.3996 0.7425 -3.1996
O 1.9679 3.2171 4.5508
S 1.5742 1.8433 4.4793
O 1.3188 1.2764 3.1850
O 0.3072 1.6200 5.4143
C -0.7767 2.5747 5.2577
C -1.5237 2.3327 3.9665
C 2.7020 0.8252 5.3543
H -0.3601 3.5811 5.2972
H -1.4045 2.4340 6.1335
H -0.8740 2.5471 3.1187
H -2.3983 2.9829 3.9111
H -1.8476 1.2949 3.8891
H 2.8574 1.2499 6.3419
H 3.6273 0.8282 4.7821
H 2.2909 -0.1788 5.4121
O 3.4560 -1.6692 -1.5362
S 3.1745 -3.0357 -1.8718
O 3.0736 -3.3988 -3.2503
O 1.8607 -3.4823 -1.0976
C 0.7226 -2.5967 -1.2263
C -0.0103 -2.7714 -2.5389
C 4.3031 -4.1077 -1.0610
H 1.0753 -1.5721 -1.0923
H 0.0729 -2.8543 -0.3930
H 0.5971 -2.4574 -3.3863
H -0.9232 -2.1730 -2.5200
H -0.2821 -3.8168 -2.6812
H 4.3443 -3.8428 -0.0086
H 5.2691 -3.9548 -1.5372
H 3.9670 -5.1314 -1.2016
O -3.9439 -5.2605 0.7359
S -2.5602 -5.6282 0.7308
O -1.6170 -4.7173 0.1512
O -2.3995 -7.0532 0.0693
C -3.0491 -7.2793 -1.2134
C -2.2828 -6.6677 -2.3640
C -2.0347 -6.0636 2.3489
H -4.0705 -6.9039 -1.1536
H -3.0891 -8.3628 -1.2925
H -2.3030 -5.5796 -2.3226
H -2.7346 -6.9880 -3.3031
H -1.2425 -6.9917 -2.3479
H -2.7401 -6.7785 2.7625
H -2.0298 -5.1452 2.9316
H -1.0343 -6.4832 2.2873
*
```

Its orbital gap is 9.75 eV. The total energy comes out at -3186.27991 hartree. For the LUMO energy, the calculation gives -2.63 eV.